Entry 1:
DFT (wB97M-V/def2-TZVPD) results for C12H21N3S in the gas phase.

Structure (XYZ):
```
37
Properties=species:S:1:pos:R:3:forces:R:3:lowdin_charge:R:1
C -0.845956 -2.140430 -1.797248 -0.02 -0.14 -0.15 -0.04
C -1.333893 -2.277482 -0.573635 -0.12 0.05 -0.05 -0.19
C -2.606972 -1.661414 -0.093214 -0.06 -0.07 0.24 -0.20
C -2.577088 -1.145571 1.350424 -0.12 0.30 -0.16 -0.21
C -1.897235 0.215324 1.504138 0.19 -0.31 0.05 -0.21
C -0.379471 0.138928 1.369524 -0.09 0.28 0.07 -0.21
C 0.313800 1.499006 1.459785 -0.01 -0.06 -0.09 -0.19
C -0.064867 2.498070 0.363776 -0.04 -0.19 0.02 -0.20
C 0.172983 2.031956 -1.073388 0.09 0.26 0.14 -0.19
C 1.655429 1.857760 -1.435270 -0.35 0.04 -0.08 -0.10
C 2.275240 0.635477 -0.869115 -0.10 -0.59 -0.45 -0.35
N 3.282977 0.611956 -0.051870 0.12 0.61 0.10 0.12
C 3.557486 -0.693398 0.229211 -0.38 -0.77 -0.14 -0.96
S 4.733444 -1.310466 1.178952 0.54 -0.30 0.37 0.55
N 2.621138 -1.471156 -0.429841 -0.15 0.66 0.18 0.04
N 1.871638 -0.614743 -1.220847 0.25 0.11 -0.20 0.10
H 0.012185 -2.699858 -2.136875 0.17 -0.13 0.00 0.06
H -1.333116 -1.522212 -2.535777 -0.14 0.14 -0.11 0.07
H -0.834592 -2.922901 0.138469 0.14 -0.12 0.05 0.12
H -3.368136 -2.447888 -0.150418 -0.02 0.04 -0.05 0.12
H -2.917055 -0.861314 -0.769400 -0.05 -0.02 -0.06 0.12
H -2.080835 -1.878449 1.990184 -0.04 -0.07 0.08 0.11
H -3.609306 -1.052741 1.695557 0.02 -0.09 0.04 0.11
H -2.304820 0.894004 0.752639 -0.09 0.09 -0.01 0.11
H -2.143255 0.625193 2.486285 -0.03 0.11 0.00 0.12
H -0.133391 -0.344671 0.425296 0.11 -0.05 0.02 0.07
H 0.014669 -0.496008 2.166759 0.02 -0.10 -0.04 0.12
H 0.065195 1.951740 2.422563 0.07 0.01 0.07 0.11
H 1.393249 1.345333 1.446742 0.01 0.05 0.14 0.10
H 0.508688 3.412499 0.529900 -0.05 0.09 -0.02 0.11
H -1.120700 2.758897 0.464041 0.00 0.10 0.00 0.10
H -0.371111 1.105061 -1.262875 -0.10 -0.07 -0.10 0.10
H -0.239840 2.790977 -1.741907 -0.04 -0.10 -0.05 0.11
H 1.748999 1.808021 -2.523737 0.07 0.04 0.04 0.12
H 2.228165 2.713163 -1.077640 0.05 -0.05 -0.04 0.13
H 2.745054 -2.441027 -0.671387 0.06 0.11 -0.07 0.14
H 0.961304 -0.911623 -1.559802 0.10 0.14 0.26 0.09
```
Positions in Å, forces in eV/Å.

Values from the calculation:
* SMILES: C=CCCCCCCCCc1nc(=S)[nH][nH]1
* HOMO-LUMO gap: 8.29 eV
* molar mass: 239.4 g/mol
* HOMO: -7.75 eV
* electronic energy: -28089.5163 eV

=====

Entry 2:
DFT (wB97M-V/def2-TZVPD) results for a molecular structure, C12H21N9Na.

Structure (XYZ):
```
43
Properties=species:S:1:pos:R:3:forces:R:3:lowdin_charge:R:1
Na 6.279730 9.537949 7.428596 0.25 0.13 0.61 0.27
C 7.226159 11.181072 5.251795 0.02 0.29 -0.82 -0.21
C 8.515458 10.741175 5.928960 0.48 0.47 -0.34 -0.21
N 8.407211 9.386349 6.457061 1.13 -0.11 0.56 -0.09
C 8.499312 8.318298 5.456904 0.56 -0.13 -0.56 -0.13
C 7.388826 7.328819 5.672688 0.14 -0.56 -0.31 -0.25
C 7.512260 5.956111 5.532135 0.39 -0.35 -0.06 0.00
C 6.384070 5.170987 5.774304 0.00 -0.16 -0.12 -0.03
C 5.187833 5.779308 6.127113 -0.15 -0.41 0.06 -0.01
C 5.155158 7.167718 6.210483 0.04 -0.52 -0.11 -0.26
C 3.905662 7.930323 6.548862 -0.85 -0.46 0.10 -0.15
N 4.157850 9.357421 6.695450 -1.07 0.04 0.27 -0.10
C 4.231453 10.088391 5.426317 -0.19 -0.34 -0.49 -0.21
C 4.829465 11.470888 5.642510 -0.58 0.48 -0.33 -0.20
N 6.160309 11.415111 6.223163 0.40 0.97 0.31 -0.11
N 6.231311 7.892044 5.982233 -0.09 -0.06 -0.27 0.10
H 6.894971 10.399339 4.531801 0.17 0.42 0.48 0.12
H 7.424338 12.097054 4.646916 -0.07 -0.50 0.24 0.14
H 8.749226 11.430801 6.766444 -0.13 -0.33 -0.40 0.13
H 9.343216 10.832220 5.194379 -0.27 0.03 0.29 0.13
H 9.149268 9.247946 7.152338 -0.42 0.05 -0.41 0.13
H 9.482865 7.795337 5.470910 -0.55 0.41 -0.01 0.14
H 8.379752 8.747888 4.433792 0.14 -0.24 0.64 0.14
H 8.470138 5.487487 5.254445 -0.56 0.34 0.18 0.13
H 6.443969 4.082646 5.674080 -0.03 0.43 0.10 0.12
H 4.300338 5.179233 6.349251 0.30 0.25 -0.14 0.13
H 3.500062 7.529158 7.505467 0.17 0.30 -0.60 0.14
H 3.158243 7.702707 5.752255 0.20 0.15 0.45 0.14
H 3.397219 9.755769 7.257177 0.41 -0.16 -0.29 0.14
H 3.226325 10.189379 4.970369 0.38 0.04 0.07 0.13
H 4.845613 9.501731 4.705860 -0.36 0.39 0.57 0.12
H 4.171670 12.063051 6.314009 0.35 -0.35 -0.33 0.13
H 4.842600 11.982836 4.664055 -0.10 0.02 0.22 0.13
H 6.361851 12.299968 6.707389 -0.19 -0.54 -0.32 0.14
N 4.776273 9.325574 12.493862 -0.72 -0.07 0.40 0.13
N 5.729189 9.399681 11.529623 1.44 0.12 -1.39 -0.28
N 6.989767 9.738186 11.803381 -0.86 -0.18 -0.69 0.14
C 7.512056 9.805286 10.569087 -0.30 -0.12 0.61 -0.18
N 6.617783 9.513956 9.619837 0.00 -0.01 0.98 -0.03
N 5.471528 9.253111 10.236727 0.25 0.19 1.18 0.08
H 5.195234 9.164202 13.418954 -0.41 -0.18 -0.81 0.12
H 3.966728 8.762244 12.188860 0.94 0.31 0.47 0.12
H 8.549868 10.063116 10.394927 -0.28 -0.08 0.01 0.11
```
Positions in Å, forces in eV/Å.

Values from the calculation:
* total charge: +1
* HOMO-LUMO gap: 10.00 eV
* molar mass: 314.4 g/mol
* HOMO: -12.16 eV
* electronic energy: -30606.5344 eV

=====

Entry 3:
DFT (wB97M-V/def2-TZVPD) results for a molecular structure, C12H21O3PbS8Si.

Structure (XYZ):
```
46
Properties=species:S:1:pos:R:3:forces:R:3:lowdin_charge:R:1
Pb -0.929548 0.257334 -0.569414 -0.22 0.04 0.09 0.68
O -2.806783 1.883051 6.216975 0.07 -0.01 -0.01 -0.09
C -1.966641 1.809483 5.355015 -0.14 0.00 -0.01 -1.03
S -0.969923 3.173718 4.836758 0.03 0.01 0.01 1.03
C -0.039095 2.270893 3.648007 -0.16 0.13 -0.11 -0.82
C -0.327079 0.976239 3.446777 0.26 -0.14 -0.05 -1.08
S 0.449739 -0.059011 2.297311 -0.09 -0.23 0.14 0.40
S -1.596407 0.328265 4.464557 -0.01 0.00 0.08 0.97
S 0.266735 3.196491 1.224023 -0.19 -0.02 1.00 0.61
S -1.029991 2.294218 -2.469287 0.14 -0.12 -0.10 -0.13
S 0.109291 3.756797 -1.620799 -0.02 -0.01 -0.26 -0.14
S 1.965463 2.943453 -1.279729 -0.19 -0.23 0.33 0.04
S 1.390939 1.565855 0.312592 0.21 0.62 -0.60 0.01
C 1.595359 -0.174199 -3.555865 0.05 0.11 -0.03 -0.23
Si 0.660358 -1.226872 -2.298640 0.11 0.10 -0.04 0.53
C -0.686465 -2.143397 -3.337372 -0.14 -0.10 0.06 -0.68
C -0.134874 -2.895253 -4.552087 0.00 0.01 -0.02 -0.10
C -1.651201 -1.061407 -3.849558 0.03 0.00 -0.03 -0.14
C -1.502076 -3.123736 -2.485617 -0.01 -0.01 -0.02 -0.12
C 1.987602 -2.374434 -1.500856 -0.09 -0.05 0.17 -0.66
C 2.776435 -3.178608 -2.537671 0.01 -0.03 -0.01 -0.10
C 2.972447 -1.477916 -0.738305 0.04 -0.01 -0.04 -0.12
C 1.369808 -3.337713 -0.480473 -0.02 0.01 0.00 -0.10
H 1.993551 -0.778446 -4.376942 0.01 0.02 0.02 0.02
H 2.427370 0.350077 -3.081302 0.00 -0.01 -0.01 0.01
H 0.947583 0.600162 -3.972078 0.01 -0.02 0.01 0.00
H 0.465496 -2.248017 -5.195104 -0.02 0.00 0.00 0.07
H -0.964656 -3.284291 -5.157086 0.02 0.00 0.00 0.08
H 0.483600 -3.746180 -4.262343 -0.02 0.02 0.00 0.06
H -1.142975 -0.288882 -4.429899 -0.01 -0.01 0.00 0.07
H -2.183386 -0.556321 -3.036365 0.00 -0.02 0.00 0.03
H -2.415982 -1.519491 -4.489240 0.01 0.01 0.00 0.08
H -0.919909 -4.001480 -2.201713 -0.02 0.01 -0.02 0.06
H -2.375633 -3.477480 -3.048442 0.01 0.01 0.01 0.08
H -1.871814 -2.661955 -1.564182 0.00 0.00 -0.01 0.06
H 3.223041 -2.536026 -3.300213 0.00 0.00 0.01 0.07
H 2.153942 -3.917831 -3.044797 0.01 0.01 0.02 0.06
H 3.591201 -3.722249 -2.041892 0.00 0.01 -0.02 0.08
H 3.495851 -0.781911 -1.398495 -0.01 -0.01 0.00 0.07
H 3.727845 -2.099325 -0.241418 0.00 0.01 -0.02 0.08
H 2.472783 -0.892778 0.035664 0.00 -0.04 0.03 0.02
H 0.693264 -4.056379 -0.945262 0.04 0.00 0.01 0.06
H 0.810882 -2.800687 0.292360 0.01 0.00 -0.01 0.07
H 2.160062 -3.909158 0.022730 -0.01 0.02 0.00 0.08
O -1.134957 2.814476 1.285387 0.29 0.10 -0.23 -0.54
O 0.805631 3.008394 2.868298 0.00 -0.16 -0.37 -0.39
```
Positions in Å, forces in eV/Å.

Values from the calculation:
* total charge: -1
* HOMO-LUMO gap: 6.73 eV
* molar mass: 705.1 g/mol
* HOMO: -4.26 eV
* electronic energy: -118737.8293 eV